Model A:
C2H5N4 | the ωB97M-V functional and the def2-TZVPD basis

```
11
Properties=species:S:1:pos:R:3:nbo_charge:R:1
C 0.719 -2.561 1.217 0.112
C 0.412 -1.606 0.348 0.238
N 0.941 -3.403 1.969 -0.081
N -0.001 -1.061 -0.609 0.080
N -0.237 1.834 0.125 -0.899
N -0.332 -0.129 -1.332 -0.572
H -0.255 1.114 -0.698 0.419
H 0.605 1.699 0.721 0.438
H -0.439 -0.372 -2.266 0.401
H -1.023 1.746 0.754 0.428
H -0.390 2.739 -0.230 0.435
```

The frontier orbital gap comes out at 8.95 eV. As for the net charge: +1.

=====

Model B:
C2H5N4 | the ωB97M-V functional and the def2-TZVPD basis

```
11
Properties=species:S:1:pos:R:3:nbo_charge:R:1
C -2.324 -1.450 -0.142 0.456
C -1.662 0.927 0.251 -0.486
N 3.958 0.237 -0.226 -0.503
N 2.895 -0.200 0.028 0.282
N -2.032 -0.362 0.046 -0.136
N 1.873 -0.441 0.429 -0.182
H -2.604 -2.462 -0.299 0.303
H -1.503 1.417 -0.716 0.283
H -0.712 0.936 0.794 0.296
H 4.540 -0.060 -0.988 0.406
H -2.429 1.459 0.822 0.283
```

The frontier orbital gap comes out at 8.45 eV. As for the net charge: +1.

=====

Least stable structure: model B

=====

Model A:
C2H5N4 | the ωB97M-V functional and the def2-TZVPD basis

```
11
Properties=species:S:1:pos:R:3:nbo_charge:R:1
C -1.603 0.641 0.046 -0.067
C -0.235 0.928 0.075 -0.049
N -2.082 -0.506 0.058 -0.002
N -0.285 -1.371 0.128 -0.322
N 0.417 -0.275 0.007 0.142
N 1.771 -0.262 0.054 -0.535
H -2.432 1.364 0.166 0.308
H 0.379 1.916 -0.083 0.284
H -0.398 -1.933 -0.650 0.408
H 2.295 -1.084 0.048 0.429
H 2.175 0.582 0.151 0.403
```

The frontier orbital gap comes out at 9.01 eV. As for the net charge: +1.

=====

Model B:
C2H5N4 | the ωB97M-V functional and the def2-TZVPD basis

```
11
Properties=species:S:1:pos:R:3:nbo_charge:R:1
C 1.555 -0.128 -0.187 0.679
C -1.084 0.308 0.146 0.163
N 0.744 -0.947 0.152 -0.095
N -0.538 -0.928 -0.096 -0.453
N 2.595 0.578 0.023 -0.689
N -2.377 0.377 0.005 -0.741
H -1.050 -1.876 -0.262 0.424
H 3.357 0.503 -0.591 0.450
H 2.545 1.208 0.750 0.445
H -2.678 1.219 0.349 0.414
H -3.070 -0.314 -0.289 0.401
```

The frontier orbital gap comes out at 8.86 eV. As for the net charge: +1.

=====

Least stable structure: model A

=====

Model A:
C6H15O4 | the ωB97M-V functional and the def2-TZVPD basis

```
25
Properties=species:S:1:pos:R:3:lowdin_spin:R:1
C -2.596 -0.310 -1.228 0.014
O -2.377 -0.675 0.088 0.209
H -3.629 -0.552 -1.518 0.011
H -2.345 0.752 -1.396 0.000
H -1.912 -0.901 -1.873 0.002
C -0.605 -0.750 0.688 -0.056
C -0.053 -2.015 0.041 -0.010
O 0.144 -1.943 -1.352 0.000
C 1.267 -1.202 -1.762 0.000
H -0.417 0.145 0.071 0.017
H -0.937 -1.059 1.695 0.007
H 0.878 -2.339 0.542 -0.003
H -0.766 -2.833 0.213 -0.002
H 2.182 -1.578 -1.271 0.000
H 1.171 -0.131 -1.522 0.000
H 1.359 -1.318 -2.849 0.000
C 1.039 2.572 0.315 0.001
O 1.603 2.254 1.571 -0.001
H -0.034 2.811 0.413 0.001
H 1.574 3.447 -0.072 0.000
H 1.151 1.738 -0.395 0.000
C 0.961 1.232 2.260 0.073
O 1.042 0.009 1.675 0.671
H -0.122 1.463 2.398 0.033
H 1.420 1.184 3.265 0.032
```

The frontier orbital gap (alpha / beta) comes out at 10.02 / 6.58 eV. The spin multiplicity is 2.

=====

Model B:
C6H15O4 | the ωB97M-V functional and the def2-TZVPD basis

```
25
Properties=species:S:1:pos:R:3:lowdin_spin:R:1
O 1.337 0.177 3.330 0.004
C 0.302 0.734 2.570 0.000
C -0.327 -0.189 1.545 0.001
O -1.218 -1.084 2.165 0.009
C -1.858 -1.954 1.268 0.001
H 0.745 1.589 2.036 0.000
H -0.484 1.136 3.236 0.000
H 0.465 -0.745 1.009 0.000
H -0.872 0.424 0.804 0.000
H -2.507 -2.612 1.858 0.001
H -2.459 -1.388 0.535 0.000
H -1.127 -2.572 0.719 0.000
C 0.938 -0.834 4.423 0.004
H 0.235 -0.245 5.037 0.002
H 1.827 -0.960 5.053 0.000
H 0.828 -1.789 3.883 0.001
O -0.816 -2.436 5.842 0.770
C -2.892 -0.487 5.242 0.001
O -3.012 -1.896 5.288 0.003
C -1.844 -2.590 5.000 0.109
H -3.890 -0.067 5.406 0.000
H -2.215 -0.125 6.032 0.000
H -2.507 -0.151 4.266 0.000
H -2.108 -3.664 4.905 0.041
H -1.454 -2.282 3.992 0.053
```

The frontier orbital gap (alpha / beta) comes out at 10.58 / 8.25 eV. The spin multiplicity is 2.

=====

Least stable structure: model A

=====

Model A:
C3H2N2OS | the ωB97M-V functional and the def2-TZVPD basis

```
9
Properties=species:S:1:pos:R:3:nbo_charge:R:1
C -1.308 0.003 0.000 0.129
C 0.695 1.134 -0.008 0.423
C 0.690 -1.140 -0.011 0.421
H 1.269 2.056 0.035 0.199
H 1.319 -2.000 0.008 0.189
N -0.571 1.187 -0.014 -0.477
N -0.583 -1.220 -0.005 -0.469
O 1.425 -0.015 -0.002 -0.451
S -2.935 -0.006 -0.003 0.037
```

The frontier orbital gap comes out at 8.13 eV. The SMILES is S=c1ncocn1.

=====

Model B:
C3H2N2OS | the ωB97M-V functional and the def2-TZVPD basis

```
9
Properties=species:S:1:pos:R:3:nbo_charge:R:1
C 1.131 -0.667 0.849 -0.303
C 0.232 0.065 -0.029 -0.091
C -1.099 -0.161 -0.335 0.167
H 2.101 -0.205 0.950 0.216
H -1.892 -0.879 -0.052 0.247
N -0.462 1.752 -1.229 0.111
N 0.589 1.289 -0.677 -0.166
O -1.490 0.846 -1.103 -0.267
S 0.890 -2.040 1.625 0.087
```

The frontier orbital gap comes out at 8.17 eV. The SMILES is S=Cc1conn1.

=====

Model C:
C3H2N2OS | the ωB97M-V functional and the def2-TZVPD basis

```
9
Properties=species:S:1:pos:R:3:nbo_charge:R:1
C -0.396 -0.472 1.152 0.206
C 1.261 -0.056 -0.370 0.396
C -0.800 0.719 -0.757 0.449
H 2.214 -0.227 -0.794 0.202
H -1.334 1.410 -1.386 0.189
N 0.838 -0.694 0.721 -0.443
N -1.167 0.296 0.397 -0.497
O 0.400 0.644 -1.228 -0.431
S -1.018 -1.621 2.266 -0.070
```

The frontier orbital gap comes out at 7.32 eV. The SMILES is S=c1ncocn1.

=====

Model D:
C3H2N2OS | the ωB97M-V functional and the def2-TZVPD basis

```
9
Properties=species:S:1:pos:R:3:nbo_charge:R:1
C -0.502 -0.910 1.283 -0.100
C 1.094 0.701 2.152 0.911
C 1.439 0.631 -0.905 0.305
N 0.467 -0.210 1.792 -0.566
N 0.443 0.125 -1.221 -0.749
O 1.760 1.584 2.446 -0.467
S -0.623 -2.520 1.360 0.042
H -1.135 -0.255 0.603 0.177
H -0.529 0.052 -1.431 0.446
```

The frontier orbital gap comes out at 8.58 eV.

=====

Least stable structure: model B